{"formula": "C26H22ClN6V", "method": "ωB97M-V with the def2-TZVPD basis set", "elements": ["V", "N", "C", "N", "C", "N", "N", "C", "C", "C", "C", "C", "C", "N", "C", "C", "C", "C", "C", "C", "H", "H", "H", "H", "H", "H", "H", "H", "H", "H", "H", "Cl", "C", "C", "C", "C", "C", "C", "C", "H", "H", "H", "H", "H", "H", "C", "C", "C", "N", "C", "C", "H", "H", "H", "H", "H"], "xyz": [[0.27, -0.24, 0.74], [0.08, -0.29, -3.69], [0.31, 0.09, -2.46], [-0.02, -0.60, -1.39], [-0.65, -1.85, -1.57], [-0.97, -2.62, -0.57], [-0.61, -2.01, 0.64], [-0.66, -2.68, 1.72], [-0.38, -1.92, 2.97], [-0.50, -2.48, 4.22], [-0.30, -1.66, 5.33], [-0.01, -0.32, 5.13], [0.10, 0.16, 3.82], [-0.08, -0.62, 2.76], [-0.97, -2.28, -2.92], [-1.64, -3.48, -3.18], [-1.90, -3.86, -4.48], [-1.50, -3.04, -5.54], [-0.83, -1.85, -5.31], [-0.58, -1.49, -3.99], [0.37, 0.32, -4.45], [0.81, 1.05, -2.33], [-0.94, -3.73, 1.72], [-0.74, -3.53, 4.33], [-0.39, -2.06, 6.33], [0.13, 0.35, 5.96], [0.34, 1.19, 3.63], [-1.95, -4.11, -2.35], [-2.43, -4.78, -4.68], [-1.70, -3.34, -6.56], [-0.51, -1.22, -6.13], [3.64, 5.02, -1.08], [3.27, 3.48, -0.41], [3.06, 3.35, 0.95], [2.76, 2.11, 1.48], [2.66, 0.97, 0.67], [2.26, -0.34, 1.25], [2.91, 1.13, -0.69], [3.21, 2.37, -1.24], [3.16, 4.22, 1.59], [2.63, 2.01, 2.56], [2.54, -0.48, 2.29], [2.59, -1.20, 0.66], [2.92, 0.25, -1.33], [3.44, 2.47, -2.30], [-2.91, 3.37, 0.69], [-3.30, 2.04, 0.64], [-2.34, 1.05, 0.69], [-1.02, 1.34, 0.77], [-0.65, 2.64, 0.80], [-1.56, 3.67, 0.77], [-3.65, 4.16, 0.66], [-4.35, 1.76, 0.58], [-2.61, 0.01, 0.66], [0.41, 2.83, 0.86], [-1.21, 4.69, 0.80]], "multiplicity": 3, "orbital_gap_ev": [6.89, 6.73], "charge": 2}

{"formula": "C26H22F24N2O5", "method": "ωB97M-V with the def2-TZVPD basis set", "elements": ["O", "C", "O", "C", "C", "C", "C", "C", "C", "N", "C", "C", "N", "C", "C", "H", "H", "H", "H", "H", "H", "H", "H", "H", "H", "C", "C", "C", "F", "F", "F", "F", "O", "C", "C", "F", "F", "F", "F", "H", "H", "H", "H", "C", "C", "C", "F", "F", "F", "F", "O", "C", "C", "F", "F", "F", "F", "H", "H", "H", "H", "C", "C", "C", "F", "F", "F", "F", "O", "C", "C", "F", "F", "F", "F", "H", "H", "H", "H"], "xyz": [[3.89, -3.69, 2.60], [3.68, -3.00, 1.66], [2.90, -1.90, 1.70], [1.99, -1.89, 0.58], [0.68, -1.14, 0.91], [-0.47, -1.99, 0.43], [-0.80, -1.86, -0.95], [-1.81, -2.64, -1.45], [-2.50, -3.57, -0.64], [-3.47, -4.34, -1.21], [-4.09, -5.15, -0.39], [-3.79, -5.22, 0.98], [-2.85, -4.52, 1.56], [-2.19, -3.67, 0.72], [-1.15, -2.86, 1.24], [4.15, -3.17, 0.68], [1.73, -2.92, 0.35], [2.42, -1.46, -0.32], [0.61, -0.94, 1.98], [0.71, -0.24, 0.33], [-0.25, -1.17, -1.57], [-2.08, -2.54, -2.49], [-4.87, -5.78, -0.80], [-4.36, -5.90, 1.60], [-0.87, -2.92, 2.28], [0.68, 4.23, 0.61], [1.40, 2.91, 0.27], [2.80, 2.68, 0.85], [3.69, 3.59, 0.42], [3.23, 1.46, 0.44], [1.42, 2.74, -1.07], [0.63, 1.91, 0.78], [0.71, 5.28, -0.35], [1.75, 6.18, -0.38], [2.53, 6.10, -1.70], [3.03, 4.87, -1.90], [3.57, 6.97, -1.65], [2.56, 6.06, 0.69], [1.21, 7.41, -0.32], [-0.36, 3.96, 0.66], [0.94, 4.59, 1.61], [2.77, 2.68, 1.94], [1.88, 6.36, -2.54], [3.68, -6.70, -1.50], [4.21, -7.44, -2.74], [4.87, -6.59, -3.84], [4.01, -5.70, -4.36], [5.28, -7.41, -4.83], [3.22, -8.20, -3.27], [5.17, -8.28, -2.30], [2.29, -6.41, -1.45], [1.77, -5.27, -2.01], [0.79, -5.57, -3.14], [1.39, -6.28, -4.12], [0.36, -4.40, -3.67], [2.75, -4.42, -2.39], [1.07, -4.64, -1.04], [3.82, -7.40, -0.68], [4.28, -5.83, -1.26], [5.74, -6.06, -3.44], [-0.07, -6.14, -2.76], [-3.43, 5.51, 3.35], [-2.91, 5.00, 1.99], [-2.50, 6.06, 0.96], [-3.54, 6.83, 0.62], [-2.05, 5.44, -0.16], [-3.81, 4.15, 1.46], [-1.78, 4.27, 2.27], [-4.83, 5.57, 3.55], [-5.57, 6.66, 3.18], [-6.59, 6.31, 2.10], [-5.98, 5.82, 1.00], [-7.25, 7.44, 1.74], [-4.79, 7.70, 2.82], [-6.26, 7.05, 4.27], [-3.09, 4.76, 4.07], [-2.94, 6.44, 3.65], [-1.69, 6.69, 1.34], [-7.30, 5.58, 2.47]], "smiles": "FC(F)C(F)(F)COC(F)(F)C(F)F.FC(F)C(F)(F)COC(F)(F)C(F)F.FC(F)C(F)(F)COC(F)(F)C(F)F.O=COCCc1ccc2nccnc2c1", "orbital_gap_ev": 8.88}

Values for max |F|, eV/Å, ordered as above
1.744; 1.327
Values for energy, eV, ordered as above
-74457.5351; -105755.7434